[1]
# C45H69F3O9

12 unconnected molecules or ions with the total composition C45H69F3O9 (ωB97M-V/def2-TZVPD, the Open Molecules 2025 dataset).

Geometry (Å):
F (-0.6464, 1.9259, 1.5703)
C (-0.9983, 0.9174, 0.7140)
C (-1.1154, 1.2599, -0.6414)
C (-1.3533, 0.1976, -1.5881)
C (-1.4898, -1.1056, -1.1526)
C (-1.4532, -1.3891, 0.2335)
C (-1.2004, -0.3939, 1.1857)
H (-1.0266, 2.2948, -0.9372)
H (-1.2828, 0.3682, -2.6522)
H (-1.6965, -1.9139, -1.8384)
H (-1.5923, -2.4184, 0.5296)
H (-1.0830, -0.7502, 2.1985)
F (-8.5911, 1.8670, 5.9873)
C (-7.5058, 1.3979, 6.6245)
C (-6.2235, 1.7754, 6.1488)
C (-5.0744, 1.2837, 6.7678)
C (-5.1517, 0.4197, 7.8539)
C (-6.4087, 0.0754, 8.3538)
C (-7.5821, 0.5575, 7.6885)
H (-6.1113, 2.4168, 5.2872)
H (-4.1200, 1.5523, 6.3396)
H (-4.2896, -0.0977, 8.2483)
H (-6.3626, -0.5652, 9.2220)
H (-8.5629, 0.4079, 8.1152)
F (2.6125, -3.4782, 6.3209)
C (1.7181, -3.5014, 7.3404)
C (2.0373, -2.8831, 8.5648)
C (1.2079, -3.1083, 9.6571)
C (0.0541, -3.8435, 9.5377)
C (-0.2451, -4.5098, 8.3338)
C (0.6451, -4.3561, 7.2205)
H (3.0442, -2.5343, 8.7405)
H (1.4503, -2.7687, 10.6533)
H (-0.5291, -4.0361, 10.4260)
H (-1.1095, -5.1572, 8.3325)
H (0.4192, -4.9452, 6.3439)
C (1.2243, -4.8582, -8.4034)
C (1.1829, -3.3500, -8.5534)
C (2.0299, -2.7767, -9.6743)
O (0.3460, -2.6646, -7.9582)
H (2.2592, -5.1986, -8.3696)
H (0.6435, -5.3938, -9.1543)
H (0.9322, -5.0624, -7.3733)
H (1.9575, -1.6949, -9.5627)
H (1.6173, -3.0850, -10.6349)
H (3.0891, -3.0341, -9.6789)
C (-6.3584, -2.5035, -5.5223)
C (-6.1691, -3.9724, -5.4904)
C (-6.2463, -4.6713, -4.1459)
O (-6.1549, -4.6405, -6.5290)
H (-7.4214, -2.3456, -5.3400)
H (-6.0693, -2.0471, -6.4689)
H (-5.7876, -2.0336, -4.7213)
H (-7.2121, -5.1648, -4.0378)
H (-6.2622, -3.7787, -3.5204)
H (-5.3254, -5.2375, -4.0059)
C (4.3122, 1.6918, -4.6040)
C (5.4694, 2.4149, -5.2918)
C (5.0852, 3.5740, -6.2251)
O (6.6363, 2.0624, -5.1248)
H (4.5346, 0.6296, -4.5021)
H (3.4232, 1.8825, -5.2053)
H (4.1305, 2.0149, -3.5790)
H (5.9052, 3.8393, -6.8924)
H (4.7387, 4.4590, -5.6914)
H (4.2160, 3.3468, -6.8423)
C (4.0909, -7.9592, 0.6190)
C (3.3517, -6.7613, 0.0343)
C (4.0935, -5.4139, -0.2081)
O (2.1303, -6.8269, -0.1279)
H (3.4153, -8.8112, 0.6943)
H (4.4896, -7.7656, 1.6148)
H (4.8827, -8.2237, -0.0818)
H (3.6143, -4.8808, -1.0292)
H (5.1310, -5.5896, -0.4926)
H (4.1620, -4.7833, 0.6783)
C (-0.5762, 7.4403, -6.0556)
C (-1.4324, 6.3531, -6.7137)
C (-2.8892, 6.2506, -6.3787)
O (-0.9788, 5.5933, -7.5466)
H (0.1320, 7.8398, -6.7815)
H (-0.1550, 7.0095, -5.1473)
H (-1.0993, 8.3240, -5.6902)
H (-3.4099, 5.9123, -7.2746)
H (-3.3217, 7.1982, -6.0576)
H (-3.0768, 5.6045, -5.5211)
C (5.4181, 8.1026, 0.7962)
C (5.3209, 7.4381, -0.5799)
C (6.2945, 7.8642, -1.6232)
O (4.4195, 6.6592, -0.8251)
H (4.4949, 8.2745, 1.3496)
H (5.8074, 9.1005, 0.5940)
H (6.0786, 7.5301, 1.4475)
H (7.0512, 8.4924, -1.1531)
H (5.7783, 8.3473, -2.4529)
H (6.7920, 6.9422, -1.9240)
C (6.6631, 1.2626, 2.0279)
C (6.8138, 1.8573, 3.3971)
C (5.5870, 2.1283, 4.2299)
O (7.9311, 2.1428, 3.7920)
H (6.0410, 0.3694, 1.9706)
H (7.6816, 0.9759, 1.7661)
H (6.3388, 1.9606, 1.2561)
H (4.9194, 2.7939, 3.6827)
H (5.7140, 2.6082, 5.2002)
H (5.1759, 1.1403, 4.4370)
C (-1.6625, 8.4957, 1.4158)
C (-3.0300, 7.8628, 1.6180)
C (-3.6197, 7.8747, 3.0339)
O (-3.6561, 7.2916, 0.7359)
H (-1.7222, 9.5833, 1.3738)
H (-1.3378, 8.2320, 0.4092)
H (-0.9302, 8.0740, 2.1043)
H (-3.0757, 7.2326, 3.7267)
H (-4.6631, 7.5596, 3.0406)
H (-3.5254, 8.8496, 3.5122)
C (-3.1373, -10.5252, 1.4964)
C (-3.6485, -9.7174, 2.6381)
C (-4.2286, -8.3629, 2.3194)
O (-3.6403, -10.0802, 3.8186)
H (-3.8292, -10.5862, 0.6564)
H (-2.8333, -11.5060, 1.8621)
H (-2.2970, -9.9781, 1.0690)
H (-4.2895, -7.6494, 3.1412)
H (-5.2450, -8.5433, 1.9693)
H (-3.6136, -7.9712, 1.5092)

Forces on the atoms, in the same order (eV/Å):
F -0.4 -0.8 -0.2
C -0.1 0.1 -0.5
C -0.3 -1.9 -0.1
C 0.8 1.0 1.2
C -0.4 0.1 1.3
C 0.1 0.7 -0.8
C 0.2 -0.3 -1.1
H 0.2 0.0 -0.1
H -0.3 0.4 0.0
H 0.2 0.0 -0.1
H 0.0 0.0 0.3
H 0.0 0.7 0.2
F 0.0 -0.1 0.3
C 2.5 0.5 -1.0
C -0.4 -0.3 0.4
C -0.5 0.1 -0.5
C -1.0 -0.4 -0.1
C 0.2 0.8 -1.3
C 0.1 -0.5 2.1
H -0.2 0.1 0.0
H 0.1 0.0 0.0
H 0.2 0.4 0.1
H -0.8 -0.1 0.0
H -0.1 -0.4 0.0
F -0.2 0.4 0.2
C 0.5 -0.5 0.9
C 0.2 -1.1 -0.3
C 0.2 0.4 -0.2
C -0.5 -1.1 -0.9
C 1.4 1.1 0.1
C -2.0 -0.2 1.3
H -0.1 0.6 -0.3
H 0.3 0.3 -0.1
H -0.2 0.1 0.0
H 0.0 -0.1 -0.4
H 0.4 0.2 -0.3
C 0.8 0.4 1.6
C -1.8 0.3 -0.5
C 0.0 0.9 0.6
O 1.8 -1.1 -0.8
H 0.1 -0.1 -0.7
H 0.0 0.1 0.1
H -0.8 -0.3 -0.2
H 0.0 0.0 -0.4
H -0.1 0.0 0.0
H -0.1 -0.3 0.3
C 0.5 0.6 0.1
C -0.9 -2.5 -2.5
C 0.3 2.1 -0.3
O 0.4 1.1 1.4
H -0.1 0.2 0.1
H -0.1 -0.3 0.0
H -0.1 0.2 0.1
H 0.4 -0.5 -0.1
H 0.1 -0.6 1.1
H -0.5 -0.3 0.2
C 0.2 0.1 -0.3
C 1.2 -0.3 0.3
C 0.0 -0.3 -0.1
O -1.8 0.7 -0.4
H 0.0 0.0 -0.3
H -0.2 -0.3 0.3
H 0.1 0.5 -0.1
H 0.1 0.0 0.3
H 0.3 0.0 0.4
H 0.0 -0.4 0.0
C -0.2 0.1 -0.7
C -1.9 0.7 0.9
C 0.2 -1.1 -0.4
O 2.0 0.2 -0.1
H -0.1 0.2 -0.1
H 0.2 0.3 -0.1
H 0.3 0.0 0.2
H -0.2 0.0 0.2
H 0.1 -0.2 -0.1
H -0.4 -0.2 0.1
C -0.5 0.1 -0.1
C 0.1 0.2 -0.6
C -0.6 0.5 0.3
O 0.3 0.5 0.6
H 0.4 -0.6 0.3
H 0.6 -0.1 -0.2
H -0.6 -0.2 -0.1
H 0.0 -0.3 0.3
H 0.1 0.2 -0.2
H 0.2 -0.4 -0.2
C 0.2 0.5 -0.4
C -2.1 -0.1 0.9
C 0.8 -0.4 0.6
O 0.6 0.2 0.0
H -0.3 -0.6 -0.4
H 0.4 0.0 0.4
H 0.3 0.2 -0.1
H 0.0 0.2 -0.4
H 0.2 -0.1 0.0
H 0.0 0.1 -0.5
C 0.6 -0.6 -0.4
C 0.9 1.1 0.7
C -0.1 -0.1 0.1
O -0.6 -0.2 -0.1
H -0.2 0.1 0.2
H -0.1 -0.1 -0.2
H -0.3 0.2 0.3
H -0.4 -0.5 -0.2
H 0.8 -0.1 -0.1
H -0.7 0.1 -0.2
C -0.4 -0.6 -1.2
C -1.0 -0.9 0.3
C 0.2 0.3 0.1
O 1.0 0.9 0.6
H 0.1 0.0 0.7
H 0.0 -0.2 0.0
H -0.1 0.5 0.3
H 0.2 -0.3 -0.3
H 0.1 0.1 -0.2
H -0.1 0.3 -0.2
C 0.3 -0.2 0.0
C -0.8 0.4 2.9
C 0.3 -0.1 -0.6
O 0.4 -0.1 -2.0
H -0.3 -0.1 0.2
H 0.0 0.1 -0.3
H 0.3 -0.1 0.1
H 0.3 -0.4 0.1
H -0.1 0.1 -0.3
H -0.4 0.4 -0.2

Relative energy (zero: lowest compared OMol25 entry of this formula, charge and spin) ... 89.3 kcal per mole
Total charge ... 0
Spin multiplicity ... 1
SMILES ... Fc1ccccc1.Fc1ccccc1.Fc1ccccc1.CC(C)=O.CC(C)=O.CC(C)=O.CC(C)=O.CC(C)=O.CC(C)=O.CC(C)=O.CC(C)=O.CC(C)=O
Highest occupied orbital energy ... -9.3241 eV
Orbital gap ... 9.5 eV

Atom charges from the Löwdin analysis, given in e for atoms 1 to 2: atom 1 (F): 0.029, atom 2 (C): -0.260

***

[2]
# C23H20NO5S4Ti

A molecular structure, C23H20NO5S4Ti (ωB97M-V/def2-TZVPD, the Open Molecules 2025 dataset).

Geometry (Å):
Ti (0.0162, 0.3753, 0.6410)
S (-0.9444, -2.0399, -1.9412)
C (-1.4576, -1.1299, -3.3252)
C (-1.4846, -1.7298, -4.6044)
C (-1.8873, -1.0531, -5.7363)
C (-2.2979, 0.2766, -5.6599)
C (-2.2748, 0.8995, -4.4259)
C (-1.8448, 0.2285, -3.2825)
S (-1.7645, 1.1789, -1.7729)
C (-0.3413, 2.2036, -2.2129)
C (0.8689, 1.3437, -2.4182)
C (1.5769, 1.3945, -3.6105)
C (2.6819, 0.5798, -3.7709)
C (3.0450, -0.2613, -2.7360)
C (2.2783, -0.2666, -1.5810)
C (2.6088, -1.1912, -0.4481)
S (2.4247, -0.3718, 1.1608)
C (3.3812, 1.1076, 0.8680)
C (4.7629, 0.9560, 0.7642)
C (5.5859, 2.0382, 0.5207)
C (5.0031, 3.2984, 0.4047)
C (3.6390, 3.4551, 0.5307)
C (2.7686, 2.3711, 0.7661)
S (1.0589, 2.7035, 0.9329)
N (1.2143, 0.5215, -1.4218)
H (-1.1737, -2.7647, -4.6700)
H (-1.8906, -1.5675, -6.6911)
H (-2.6326, 0.8099, -6.5407)
H (-2.5944, 1.9320, -4.3322)
H (-0.1637, 2.8836, -1.3768)
H (-0.5546, 2.7757, -3.1152)
H (1.2475, 2.0615, -4.3954)
H (3.2507, 0.5972, -4.6922)
H (3.9010, -0.9177, -2.8135)
H (3.6103, -1.6034, -0.5682)
H (1.8833, -2.0114, -0.4399)
H (5.1872, -0.0354, 0.8810)
H (6.6567, 1.9074, 0.4335)
H (5.6232, 4.1677, 0.2183)
H (3.1956, 4.4391, 0.4442)
O (-2.4147, -3.0963, 1.1647)
C (-1.8399, -1.9008, 1.0677)
O (-0.6412, -1.7436, 1.0511)
C (-2.8404, -0.7794, 0.9247)
O (-2.2659, 0.4836, 1.1660)
C (-2.4133, 0.9839, 2.5080)
C (-1.2243, 0.6122, 3.4107)
O (-1.4119, 0.6682, 4.6214)
O (-0.1715, 0.3015, 2.7753)
H (-1.7145, -3.7578, 1.0539)
H (-3.1374, -0.8227, -0.1285)
H (-3.7119, -0.9572, 1.5570)
H (-3.3548, 0.6368, 2.9352)
H (-2.4409, 2.0703, 2.4177)

Forces on the atoms, in the same order (eV/Å):
Ti 0.2 0.0 0.2
S 0.0 0.0 0.0
C 0.1 0.1 0.0
C -0.1 0.0 0.0
C 0.0 0.0 0.0
C 0.0 0.0 0.0
C 0.0 0.0 0.0
C 0.0 -0.1 0.1
S -0.1 0.1 -0.1
C 0.1 0.0 0.0
C 0.0 0.0 0.0
C 0.0 0.0 0.0
C 0.0 0.0 0.0
C 0.0 0.0 0.0
C 0.0 0.0 0.0
C 0.0 0.0 0.0
S 0.0 0.0 0.0
C 0.0 0.0 0.0
C 0.0 0.0 0.0
C 0.0 0.0 0.0
C 0.0 0.0 0.0
C 0.0 0.0 0.0
C 0.0 0.0 0.0
S 0.0 0.0 0.0
N 0.0 0.0 -0.1
H 0.0 0.0 0.0
H 0.0 0.0 0.0
H 0.0 0.0 0.0
H 0.0 0.0 0.0
H 0.0 0.0 0.0
H 0.0 0.0 0.0
H 0.0 0.0 0.0
H 0.0 0.0 0.0
H 0.0 0.0 0.0
H 0.0 0.0 0.0
H 0.0 0.0 0.0
H 0.0 0.0 0.0
H 0.0 0.0 0.0
H 0.0 0.0 0.0
H 0.0 0.0 0.0
O 0.0 0.0 0.0
C 0.0 0.1 0.0
O -0.1 -0.1 0.0
C 0.0 0.0 -0.1
O 0.0 0.0 0.0
C 0.0 0.1 0.0
C -0.1 -0.1 0.0
O 0.0 0.0 0.0
O 0.0 0.1 0.0
H 0.0 0.0 0.0
H 0.0 0.0 0.0
H 0.0 0.0 0.0
H 0.0 0.0 0.0
H 0.0 0.0 0.0

Relative energy (zero: lowest compared OMol25 entry of this formula, charge and spin) ... 0.0 kcal per mole
Total charge ... -1
Spin multiplicity ... 3
Highest occupied orbital energy (alpha / beta) ... -3.2841 / -4.1378 eV
Orbital gap (alpha / beta) ... 5.8 / 6.7 eV

Atom charges from the natural (NBO) analysis, given in e for atoms 1 to 2: atom 1 (Ti): 0.988, atom 2 (S): -0.455

***

[3]
# C4H4N2O2

A single C4H4N2O2 molecule (ωB97M-V/def2-TZVPD, the Open Molecules 2025 dataset).

Geometry (Å):
C (0.7426, -0.4715, -1.9454)
O (1.0325, -1.2260, -0.6186)
C (0.3023, -0.6277, 0.2896)
N (-0.4865, 0.4123, -0.0834)
C (-0.8939, 0.9993, 1.0742)
O (-1.8553, 1.6883, 1.1674)
C (-0.2378, 0.2322, 2.1451)
N (0.3616, -0.8082, 1.6816)
H (0.7048, 0.6081, -1.8564)
H (-0.3405, -0.3475, -2.1519)
H (1.2943, -0.8644, -2.9546)
H (-0.6241, 0.4052, 3.2525)

Forces on the atoms, in the same order (eV/Å):
C -0.2 -0.8 -2.6
O -1.0 1.2 -1.5
C -1.7 4.3 -1.9
N 1.7 -2.0 -0.5
C -0.5 -1.4 -1.5
O -0.8 1.6 0.9
C -0.7 -1.1 3.6
N 0.4 -0.1 1.3
H 2.0 0.3 0.7
H 0.2 -1.9 0.2
H -0.9 0.5 3.3
H 1.5 -0.6 -2.2

Relative energy (zero: lowest compared OMol25 entry of this formula, charge and spin) ... 87.8 kcal per mole
Total charge ... 0
Spin multiplicity ... 1
SMILES ... COC1=NC(=O)C=N1
Highest occupied orbital energy ... -10.3081 eV
Orbital gap ... 8.8 eV

Atom charges from the natural (NBO) analysis, given in e for atoms 1 to 2: atom 1 (C): -0.331, atom 2 (O): -0.427